Density functional theory data (wB97M-V/def2-TZVPD) for a molecular structure, C46H48Br6N6O18.

Properties
E_HOMO, eV: -9.91

Positions of all 124 atoms, in Å:
Br: -14.2604 -4.8170 -3.0965
Br: -10.5792 -7.4751 -13.5647
Br: -13.5346 -8.4458 -14.3192
Br: -12.8896 -7.7020 -11.2153
Br: -13.9895 -6.3679 -0.1881
Br: -11.2986 -5.4768 -2.0420
O: -7.7642 -3.8607 -2.5661
O: -14.1037 -8.1047 -2.7101
O: -6.4498 -5.3521 -10.1234
O: -13.0990 -9.7266 -1.7986
O: -8.0250 -8.2047 -8.4847
O: -17.2863 -5.1219 -6.5145
O: -6.5716 -6.6409 -12.0280
O: -8.2677 -5.3995 -11.6110
O: -0.7217 -10.9139 -3.7049
O: -15.1899 -5.9812 -6.0735
O: -10.4667 -11.6966 -13.3685
O: -9.1257 -13.3031 -12.9382
O: -7.8577 -8.1963 -6.3535
O: -13.8889 -3.8232 -12.5462
O: -16.2475 -6.3332 -8.0738
O: 0.0365 -10.3167 -5.7060
O: -12.8421 -4.0878 -10.6700
O: -8.4310 -4.5581 -0.5898
N: -9.8425 -12.3755 -12.6083
N: -13.2983 -3.3994 -11.5666
N: -8.4424 -7.9125 -7.4030
N: -13.4341 -9.1172 -2.8108
N: -0.8615 -10.6006 -4.9210
N: -7.8515 -4.6861 -1.6690
C: -6.7196 -7.8077 -3.4858
C: -12.0790 -5.6421 -7.0504
C: -16.1787 -5.8505 -6.8354
C: -3.8685 -10.0257 -7.1655
C: -17.5146 -4.5730 -5.2800
C: -11.3517 -6.0296 -5.8856
C: -7.0586 -5.7310 -11.1378
C: -5.3000 -7.3047 -11.9099
C: -6.3652 -8.6064 -2.4172
C: -8.9709 -3.0919 -11.1916
C: -10.3352 -10.5198 -9.3868
C: -9.1869 -4.5886 -10.8632
C: -9.4780 -11.2882 -8.5808
C: -6.9357 -6.8622 -0.9340
C: -13.1354 -4.9883 -1.4542
C: -18.6677 -3.5917 -5.2049
C: -9.6902 -7.1188 -7.3004
C: -8.8150 -12.6187 -10.3589
C: -12.7094 0.2214 -12.4933
C: -15.1311 -6.9874 -8.5618
C: -10.4982 -6.8063 -8.3977
C: -13.0520 -9.2998 -6.5460
C: -2.5483 -10.1121 -6.7330
C: -13.1147 -9.5722 -4.1796
C: -12.1123 -0.1274 -10.1639
C: -7.3079 -6.0429 -2.0040
C: -12.7033 -10.9217 -4.3077
C: -12.2127 0.7494 -11.2659
C: -9.7676 -12.0221 -11.2173
C: -3.3385 -10.6421 -4.5499
C: -12.5597 -7.2392 -13.1180
C: -11.6409 -6.0446 -8.2775
C: -8.7486 -12.3388 -8.9969
C: -7.2351 -6.5070 -3.3082
C: -2.2279 -10.3800 -5.4321
C: -4.8778 -10.2243 -6.2728
C: -10.4990 -10.9190 -10.7400
C: -13.2376 -8.7096 -5.3031
C: -4.5968 -10.6156 -4.9785
C: -12.4683 -1.4510 -10.2752
C: -13.1324 -1.0994 -12.6199
C: -12.9698 -1.9908 -11.5236
C: -6.4580 -8.1585 -1.1240
C: -12.6085 -10.6109 -6.6660
C: -12.3216 -11.3637 -5.5042
C: -10.1586 -6.7058 -6.0577
H: -18.3955 -2.7329 -5.8184
H: -11.9133 1.7487 -10.9866
H: -9.8684 -2.5012 -11.0083
H: -17.6026 -5.2482 -4.4289
H: -9.6344 -7.0133 -5.1649
H: -10.9631 -9.7689 -8.9303
H: -11.2226 -10.3174 -11.2700
H: -4.0277 -9.9188 -8.2283
H: -12.9118 0.9028 -13.3064
H: -9.3865 -11.0503 -7.5313
H: -10.2017 -4.8241 -11.1838
H: -8.1605 -13.3580 -10.7967
H: -4.4399 -6.9503 -12.4780
H: -5.4184 -8.3324 -12.2531
H: -5.4079 -10.8839 -4.3178
H: -13.1334 -8.8037 -7.5019
H: -11.8912 -12.3414 -5.6630
H: -13.1925 -4.0849 -0.8471
H: -10.1434 -7.1329 -9.3640
H: -12.3594 -2.0858 -9.4083
H: -8.1356 -13.0094 -8.4129
H: -12.9515 -5.0057 -7.0482
H: -12.4759 -11.0852 -7.6272
H: -19.5801 -4.1330 -5.4551
H: -14.5984 -7.5115 -7.7683
H: -6.0716 -9.6410 -2.5169
H: -6.5658 -8.2706 -4.4494
H: -12.8896 -6.2412 -13.4063
H: -7.6372 -5.8883 -4.0969
H: -11.7686 -5.7266 -4.9365
H: -8.5920 -2.9863 -12.2082
H: -6.3105 -8.7464 -0.2301
H: -18.6967 -3.1843 -4.1943
H: -7.0521 -6.5403 0.0903
H: -15.4929 -7.6123 -9.3783
H: -1.6816 -9.9036 -7.3428
H: -4.9774 -7.4446 -10.8782
H: -13.5543 -7.6782 -5.2554
H: -12.1882 -5.7897 -9.1730
H: -3.2040 -10.9347 -3.5190
H: -5.9070 -10.1086 -6.5792
H: -14.5413 -6.2439 -9.0978
H: -16.5587 -4.1060 -5.0429
H: -11.7731 0.2224 -9.2001
H: -8.2036 -2.6343 -10.5672
H: -9.0518 -4.7610 -9.7954
H: -12.6574 -11.5409 -3.4241
H: -13.4834 -1.5237 -13.5490

=====

Density functional theory data (wB97M-V/def2-TZVPD) for a molecular structure, C46H48EuN5OP2S.

Properties
E_HOMO (alpha / beta), eV: -14.96 / -14.95
Charge: +3
2S+1: 8

Positions of all 104 atoms, in Å:
Eu: -0.3334 0.3007 0.1683
S: 2.7447 1.8018 0.5122
P: -2.9000 -0.7868 0.5305
P: 1.8841 -1.4629 -0.1991
O: -0.6857 -2.5200 0.2537
N: 3.7580 3.4397 -1.3427
N: 1.0238 3.4379 -1.7781
N: 5.2775 2.3014 -0.0023
N: -0.2612 2.7422 1.3273
N: -1.7291 2.1837 -1.4763
C: 6.1262 3.7483 -1.6240
C: 5.0448 -0.8542 -2.6915
C: -3.6265 -2.7989 2.4032
C: -5.1716 -2.0627 -2.6620
C: 0.1639 -5.3694 -1.9164
C: -3.0477 -1.2973 -3.4951
C: 2.2201 -2.5417 4.2887
C: -3.5247 -1.2101 -1.1182
C: -1.1651 4.5836 -1.9989
C: -0.5819 -4.5493 -1.0796
C: -6.2369 1.2040 1.9551
C: 2.6574 -3.0553 1.9785
C: -4.7763 -1.7740 -1.3644
C: -4.3157 -1.8117 -3.7268
C: 6.1536 -0.8878 -1.8554
C: -5.6997 1.8382 3.0650
C: -0.7740 4.0895 0.9174
C: 3.5942 -1.2708 -0.8014
C: 0.2361 4.8996 0.0915
C: -5.4400 0.3969 1.1514
C: -2.7355 -2.3395 1.4389
C: -2.1566 -4.6345 2.8868
C: 5.9818 -1.0992 -0.4934
C: -4.3554 1.6730 3.3769
C: -3.3454 -3.9550 3.1161
C: 3.7743 -1.0433 -2.1651
C: -1.2496 -4.1843 1.9354
C: 2.7666 -3.3777 3.3229
C: 2.0089 -1.8866 1.5787
C: 3.9807 2.5689 -0.3348
C: 0.2422 4.6809 -1.4203
C: -2.1351 3.9648 0.2339
C: 4.7087 -1.2834 0.0351
C: 1.4361 -1.0779 2.5621
C: 6.3378 2.8625 -0.6115
C: 0.0094 -3.4060 -0.5815
C: -4.0896 0.2275 1.4482
C: 1.3101 -3.0390 -0.9113
C: 1.5457 -1.3916 3.9095
C: -2.0923 3.6227 -1.2525
C: -2.6600 -1.0027 -2.1963
C: -1.5641 -3.0518 1.2122
C: 1.4727 -5.0434 -2.2421
C: 2.0419 -3.8782 -1.7455
C: 4.7913 3.9994 -1.9536
C: -3.5583 0.8816 2.5659
H: -1.6009 -4.8057 -0.8207
H: -1.6332 -0.6757 -2.0321
H: 0.6485 2.6626 -1.2268
H: -0.8115 2.5068 2.1556
H: -2.7500 3.2356 0.7716
H: 5.4199 1.6178 0.7335
H: -4.0440 -4.3179 3.8573
H: -0.9248 4.6672 1.8308
H: -4.5327 -2.2417 2.6079
H: -5.8804 -0.0785 0.2865
H: 0.6889 2.8639 1.6795
H: 6.9453 4.2253 -2.1384
H: -6.1455 -2.4976 -2.8422
H: -4.6277 -2.0421 -4.7366
H: -3.0961 3.7790 -1.6526
H: -2.5163 0.7225 2.8369
H: 3.0831 -3.7150 1.2309
H: -0.2859 -6.2702 -2.3122
H: 7.1475 -0.7713 -2.2680
H: 3.2811 -4.2825 3.6195
H: -3.9407 2.1511 4.2547
H: -5.4357 -2.0229 -0.5425
H: -1.9247 -5.5243 3.4568
H: -6.3276 2.4576 3.6915
H: 1.2448 4.7785 0.4967
H: 7.3168 2.5722 -0.2555
H: -1.6093 5.5783 -1.9301
H: 2.3079 -2.7923 5.3377
H: -0.0182 5.9516 0.2349
H: 0.8960 -0.1665 2.3141
H: -0.3208 -4.7122 1.7614
H: -2.6546 4.9213 0.3310
H: 2.0499 -5.6937 -2.8847
H: -2.3613 -1.1566 -4.3201
H: 2.0406 3.5113 -1.5770
H: 4.5931 -1.4488 1.0977
H: 0.9097 3.2139 -2.7676
H: -7.2846 1.3294 1.7158
H: -1.1297 4.3505 -3.0691
H: -1.6576 2.0384 -2.4840
H: 5.1717 -0.7041 -3.7560
H: -2.5701 1.6507 -1.2437
H: 6.8450 -1.1499 0.1589
H: 4.5526 4.6893 -2.7552
H: 2.9166 -1.0276 -2.8312
H: 0.7836 5.4987 -1.8938
H: 1.0988 -0.7531 4.6605
H: 3.0615 -3.6254 -2.0074

=====

Relative energy (zero: lowest compared OMol25 entry of this formula, charge and spin) / kcal/mol: 47.03; 17.29